[1]
Formula: C46H116AsF12N8O11S2
Source: OMol25
Level of theory: wB97M-V/def2-TZVPD

The geometry in XYZ format:
```
196
Properties=species:S:1:pos:R:3
C 0.8111 -1.8096 -1.3294
F 1.1528 -1.9622 -2.5810
F -0.5088 -1.8620 -1.0672
F 1.3656 -2.7579 -0.6147
S 1.4423 -0.1578 -0.6426
O 1.3232 -0.2766 0.7896
O 2.7695 -0.0217 -1.1990
N 0.4144 0.9682 -1.3876
S 0.1613 2.0271 -0.3013
O -0.8796 1.6250 0.6452
O 1.3937 2.6022 0.2107
C -0.6451 3.4204 -1.2992
F -1.7245 2.9850 -1.9734
F -0.9789 4.3425 -0.4039
F 0.2263 3.9076 -2.2000
C -2.3655 1.8961 6.2997
C -0.8378 1.8259 6.3005
N -0.2128 0.8992 5.2638
C -0.3452 1.5437 3.8970
C 1.2828 0.7161 5.6272
C 2.1480 1.9422 5.4654
C -0.8698 -0.4612 5.1858
C -0.9422 -1.2492 6.4704
O 0.2982 -1.7997 6.8158
C 0.6460 -2.9660 6.0606
H -2.7188 2.7416 6.8868
H -2.8157 1.0496 6.8223
H -2.7626 1.8888 5.2847
H -0.5434 1.4199 7.2669
H -0.3925 2.8079 6.1716
H -1.3932 1.6238 3.6145
H 0.0525 0.9059 3.1061
H 0.1829 2.4865 3.9724
H 1.6092 -0.0516 4.9258
H 1.2259 0.2997 6.6279
H 3.1723 1.7776 5.7921
H 1.7965 2.8220 6.0136
H 2.1542 2.3727 4.4612
H -0.3998 -1.0026 4.3669
H -1.8858 -0.1471 4.9303
H -1.7353 -1.9977 6.3655
H -1.2663 -0.6176 7.2995
H 1.6627 -3.2687 6.2864
H 0.5297 -2.8053 4.9851
H -0.0327 -3.7858 6.3038
C -3.9010 -5.2879 -0.7141
C -4.8504 -4.3808 0.0804
N -4.1652 -3.3777 1.0376
C -3.4688 -4.2011 2.0777
C -3.1968 -2.5646 0.2169
C -2.5715 -1.4192 1.0277
C -5.2267 -2.5172 1.7105
C -6.4725 -3.2899 2.1697
O -7.3935 -3.5685 1.1583
C -8.2275 -2.4566 0.8501
H -3.3980 -5.9917 -0.0557
H -3.3300 -4.6841 -1.4158
H -4.5395 -5.9149 -1.3402
H -5.4770 -5.0245 0.6894
H -5.4589 -3.7488 -0.5629
H -4.1429 -5.0370 2.2701
H -3.3641 -3.7127 3.0418
H -2.5755 -4.6715 1.6811
H -3.6184 -2.2146 -0.7261
H -2.4843 -3.3308 -0.0865
H -2.1055 -0.7270 0.3238
H -1.8419 -1.6850 1.7885
H -3.3277 -0.7502 1.4447
H -5.5525 -1.7219 1.0371
H -4.7803 -2.0130 2.5644
H -6.8953 -2.7797 3.0401
H -6.0818 -4.2146 2.6004
H -8.8927 -2.3875 1.7134
H -8.7357 -2.5933 -0.1008
H -7.6841 -1.5111 0.7208
C -6.1603 7.5898 -0.7303
C -5.0283 8.6200 -0.9372
N -4.2685 8.5432 -2.2753
C -5.3638 8.7909 -3.2911
C -3.3407 9.7458 -2.3147
C -2.7459 10.0941 -3.6839
C -3.6494 7.1592 -2.5475
C -2.8436 6.6452 -1.3760
O -1.8195 7.4737 -0.9264
C -0.6086 7.4439 -1.6977
H -7.0878 7.9266 -1.1876
H -6.3429 7.5427 0.3413
H -5.8574 6.6259 -1.1381
H -4.1939 8.4482 -0.2588
H -5.4402 9.6237 -0.9221
H -6.1487 8.0378 -3.2306
H -4.9980 8.6546 -4.3099
H -5.8151 9.7739 -3.1892
H -2.5561 9.5143 -1.5973
H -3.8887 10.6136 -1.9540
H -2.0069 10.8917 -3.6574
H -3.5110 10.5213 -4.3354
H -2.3649 9.1834 -4.1465
H -3.0375 7.4438 -3.4061
H -4.4212 6.4918 -2.9222
H -2.4842 5.6398 -1.6147
H -3.4981 6.4135 -0.5318
H -0.0955 6.5071 -1.4811
H 0.0775 8.2023 -1.3248
H -0.8518 7.6635 -2.7372
C 4.5436 -2.3468 1.4651
C 5.6400 -1.7914 2.3725
N 6.3523 -0.5264 1.8368
C 7.1841 -0.9013 0.6339
C 5.3499 0.5623 1.3439
C 4.5254 1.1753 2.4495
C 7.2318 0.1414 2.8970
C 8.0726 -0.7739 3.7973
O 8.6511 -1.7685 2.9867
C 9.2841 -2.7787 3.7806
H 3.7329 -1.6481 1.2769
H 4.1844 -3.2539 1.9473
H 4.9090 -2.5392 0.4544
H 6.3668 -2.5422 2.6790
H 5.2974 -1.4521 3.3533
H 7.8397 -1.7303 0.8839
H 7.8167 -0.0309 0.4650
H 6.6377 -1.1299 -0.2774
H 4.7355 0.1156 0.5644
H 5.9948 1.2669 0.8185
H 3.6676 1.7180 2.0549
H 5.0999 1.8284 3.1026
H 4.1413 0.3696 3.0811
H 6.4401 0.4514 3.5763
H 7.7571 1.0001 2.4865
H 7.3091 -1.1920 4.4671
H 8.7874 -0.2144 4.4034
H 8.5522 -3.3516 4.3572
H 9.9777 -2.4016 4.5369
H 9.8403 -3.3724 3.0607
C 2.2690 2.1139 -4.4972
C 1.3622 1.0938 -5.1567
C 1.9459 -0.2966 -5.1031
O 1.0180 -1.3329 -5.2962
C 1.6165 -2.5799 -5.6489
N 0.0664 1.1624 -4.3381
H -0.4376 2.0328 -4.4844
H -0.5685 0.4007 -4.5942
H 0.2678 1.0369 -3.3266
H 1.9340 3.1394 -4.3395
H 3.2364 2.2619 -4.9810
H 2.5287 1.7097 -3.5135
H 1.0110 1.3217 -6.1632
H 2.4567 -0.4859 -4.1510
H 2.7245 -0.3147 -5.8741
H 1.9341 -2.5738 -6.6896
H 0.8837 -3.3533 -5.4299
H 2.4496 -2.7963 -4.9728
C 6.8402 -8.5048 -2.7243
C 5.5301 -7.7992 -2.9993
C 5.2269 -6.4948 -2.3214
O 3.9333 -6.0430 -2.5920
C 3.7260 -4.7580 -1.9863
N 5.3843 -7.6583 -4.5286
H 5.0132 -8.5340 -4.9023
H 4.6643 -6.9620 -4.7433
H 6.2235 -7.4189 -5.0593
H 6.9406 -9.4896 -3.1760
H 7.0230 -8.5753 -1.6523
H 7.6931 -7.9194 -3.0850
H 4.7592 -8.5440 -2.7890
H 6.0148 -5.7605 -2.5631
H 5.4116 -6.5998 -1.2441
H 4.3727 -4.0587 -2.5305
H 3.8406 -4.6587 -0.9086
H 2.7279 -4.4517 -2.2957
C -4.8836 1.9823 -2.1718
C -4.0385 1.5502 -3.3496
C -3.3777 0.1743 -3.1840
O -2.8185 -0.1565 -4.4427
C -2.2715 -1.4682 -4.5263
N -4.9449 1.5641 -4.5904
H -4.4269 1.2138 -5.4051
H -5.6426 0.8201 -4.4738
H -5.3781 2.4581 -4.8112
H -5.6142 2.7728 -2.3505
H -4.3652 2.3091 -1.2701
H -5.4451 1.1004 -1.8489
H -3.3028 2.2514 -3.7496
H -4.1548 -0.5630 -2.9604
H -2.6032 0.3074 -2.4234
H -1.4544 -1.6606 -3.8257
H -1.8920 -1.6116 -5.5367
H -3.0777 -2.1936 -4.3838
As 0.6423 -5.1636 2.0767
F 1.7978 -5.0452 3.3696
F 0.8752 -6.8962 1.9292
F -0.6185 -5.2431 0.8969
F 0.2780 -3.4166 2.2249
F 1.9128 -4.8487 0.8901
F -0.5961 -5.3748 3.3474
```

**Kohn-Sham gap**: 8.0 eV
**Relative energy (zero: lowest compared OMol25 entry of this formula, charge and spin)**: 0.00 kcal per mole
**LUMO energy**: -9.68 eV
**2S+1**: 1
**Total charge**: +5
**E_HOMO**: -0.649 hartree

Here are the Löwdin charges for atoms 1 to 2, given in e: -0.667, 0.164



[2]
Formula: C6H11NO
Source: OMol25
Level of theory: wB97M-V/def2-TZVPD

The geometry in XYZ format:
```
19
Properties=species:S:1:pos:R:3
C 0.0079 0.1391 -0.6040
C 1.2984 -0.3629 -0.0136
C 1.4480 -1.8529 0.0588
C 2.2634 0.4545 0.4053
N 2.2677 1.8433 0.2865
H -0.3977 0.9704 -0.0249
H 0.1556 0.4833 -1.6289
H -0.7316 -0.6580 -0.6145
H 0.6676 -2.2829 0.6879
H 1.3530 -2.2934 -0.9343
H 2.4157 -2.1298 0.4688
H 3.1796 0.0521 0.8155
H 1.3531 2.2430 0.1312
H 2.7699 2.3192 1.0215
C -3.7667 0.5069 -0.4199
C -3.3808 -0.2069 0.5814
O -3.0352 -0.8507 1.4847
H -4.7707 0.8776 -0.4800
H -3.0972 0.7479 -1.2215
```

**Kohn-Sham gap**: 8.6 eV
**Relative energy (zero: lowest compared OMol25 entry of this formula, charge and spin)**: 45.29 kcal per mole
**LUMO energy**: 0.82 eV
**2S+1**: 1
**SMILES**: CC(C)=CN.C=C=O
**E_HOMO**: -0.285 hartree

Here are the Löwdin charges for atoms 1 to 2, given in e: -0.076, -0.364



[3]
Formula: C3H2ClNO2S
Source: OMol25
Level of theory: wB97M-V/def2-TZVPD

The geometry in XYZ format:
```
10
Properties=species:S:1:pos:R:3
C -1.0335 0.3086 -0.2734
C -0.0844 1.2551 0.1100
C 1.1600 -0.6855 -0.3439
N 1.1374 0.4384 0.3344
O -0.0709 2.4548 0.1769
O -3.0084 -1.2713 -0.4799
S -2.4116 -0.2332 0.3668
Cl 1.8440 -2.0984 0.2930
H 0.7492 -0.7466 -1.3387
H 1.7182 0.5780 1.1546
```

**Kohn-Sham gap (spin up / spin down)**: 6.1 / 6.8 eV
**Relative energy (zero: lowest compared OMol25 entry of this formula, charge and spin)**: 12.68 kcal per mole
**LUMO energy (spin up / spin down)**: -1.00 / -3.30 eV
**2S+1**: 3
**E_HOMO (spin up / spin down)**: -0.261 / -0.371 hartree

Here are the Löwdin charges for atoms 1 to 2, given in e: -0.218, -0.518



[4]
Formula: C43H56FN5O5SSbTa
Source: OMol25
Level of theory: wB97M-V/def2-TZVPD

The geometry in XYZ format:
```
113
Properties=species:S:1:pos:R:3
Ta 1.6723 0.4993 -0.1378
C -5.4952 2.1409 -3.1411
C -5.3227 2.1958 -1.6265
N -4.1324 1.4592 -1.2147
C -2.9825 2.1122 -1.1822
C -1.7758 1.5436 -0.8188
C -0.5723 2.3853 -0.9672
O -0.5786 3.4699 -1.4844
O 0.5559 1.8306 -0.5026
C -1.7274 0.1841 -0.3777
O -0.6751 -0.3740 0.0606
C -2.9828 -0.5315 -0.4851
C -3.0476 -1.9022 -0.1899
C -4.2042 -2.6090 -0.3505
F -4.1794 -3.9301 -0.1229
C -5.4074 -2.0038 -0.7946
C -5.3314 -0.6445 -1.0937
C -4.1616 0.1045 -0.9429
N -6.5628 -2.7357 -0.9759
C -7.6674 -2.1712 -1.7324
C -8.5340 -3.2809 -2.3320
N -9.0270 -4.1683 -1.2530
C -7.8669 -4.7653 -0.5478
C -7.0291 -3.6462 0.0613
H -6.4052 2.6603 -3.4210
H -5.5598 1.1149 -3.4952
H -4.6609 2.6202 -3.6461
H -6.1925 1.7831 -1.1176
H -5.2144 3.2307 -1.2977
H -2.9870 3.1601 -1.4555
H -2.1556 -2.4017 0.1475
H -6.2186 -0.1550 -1.4478
H -7.2745 -1.5840 -2.5631
H -8.2924 -1.5196 -1.1024
H -7.9456 -3.8811 -3.0290
H -9.3730 -2.8352 -2.8712
H -9.6411 -4.9007 -1.6330
H -9.5814 -3.6181 -0.5818
H -7.2736 -5.3254 -1.2718
H -8.2102 -5.4486 0.2296
H -6.1912 -4.0947 0.5894
H -7.6259 -3.0956 0.8054
O 4.2577 -1.2684 1.3112
S 3.1935 -1.5615 0.4088
O 1.8983 -1.0504 0.9880
N 3.2035 -0.5385 -0.8305
C 3.6928 -0.6806 -2.1259
C 4.4269 -1.7368 -2.6221
C 4.7813 -1.7704 -3.9796
C 4.4815 -0.7312 -4.8179
C 3.7637 0.3856 -4.3401
C 3.4430 1.5130 -5.1258
C 2.6994 2.5268 -4.5732
C 2.2423 2.4090 -3.2530
N 2.5413 1.3784 -2.4773
C 3.3193 0.3892 -2.9918
C 2.9814 -3.2664 0.0154
C 1.8764 -3.6151 -0.7453
C 1.6609 -4.9551 -1.0193
C 2.5413 -5.9129 -0.5320
C 3.6357 -5.5457 0.2363
C 3.8644 -4.2065 0.5196
H 4.7423 -2.5333 -1.9639
H 5.3094 -2.6320 -4.3554
H 4.7852 -0.7565 -5.8518
H 3.7859 1.5645 -6.1493
H 2.4522 3.4110 -5.1415
H 1.6079 3.1793 -2.8286
H 1.2043 -2.8485 -1.1097
H 0.8094 -5.2604 -1.6074
H 2.3663 -6.9535 -0.7541
H 4.3059 -6.2974 0.6222
H 4.7088 -3.8867 1.1102
C 1.5428 -0.5686 4.1518
C 2.7072 0.3806 4.2879
C 2.5136 1.4173 5.3623
C 4.0494 -0.2954 4.3428
Sb 2.7358 1.7034 2.1781
C 1.2253 3.4884 2.4734
C 1.1938 4.3315 1.2096
C 1.6414 4.3626 3.6394
C -0.1023 2.7896 2.7360
C 4.8143 2.6006 1.4906
C 5.4592 3.1842 2.7248
C 5.6227 1.4673 0.9007
C 4.4732 3.6539 0.4552
H 1.5455 -1.2455 5.0086
H 1.6210 -1.1846 3.2567
H 0.5820 -0.0492 4.1562
H 2.6834 0.9409 6.3298
H 1.5020 1.8210 5.3752
H 3.2320 2.2289 5.2770
H 4.0527 -0.9788 5.1923
H 4.8487 0.4239 4.5052
H 4.2578 -0.8864 3.4516
H 1.9663 5.0957 1.2297
H 0.2363 4.8511 1.1665
H 1.2899 3.7574 0.2871
H 2.6680 4.7024 3.5393
H 1.5251 3.8882 4.6077
H 1.0107 5.2523 3.6366
H -0.3608 2.0851 1.9374
H -0.9002 3.5298 2.8003
H -0.0794 2.2625 3.6903
H 5.6364 2.4280 3.4845
H 4.8626 3.9796 3.1630
H 6.4260 3.6071 2.4538
H 5.8305 0.6876 1.6327
H 6.5794 1.8667 0.5636
H 5.1282 1.0233 0.0334
H 4.0306 4.5342 0.9201
H 3.8097 3.2637 -0.3267
H 5.3959 3.9786 -0.0275
```

**Kohn-Sham gap**: 6.6 eV
**Relative energy (zero: lowest compared OMol25 entry of this formula, charge and spin)**: 7.91 kcal per mole
**LUMO energy**: -10.78 eV
**2S+1**: 1
**Total charge**: +4
**E_HOMO**: -0.640 hartree

Here are the Löwdin charges for atoms 1 to 2, given in e: 1.730, -0.037



[5]
Formula: C21H23ClInN7O10Se
Source: OMol25
Level of theory: wB97M-V/def2-TZVPD

The geometry in XYZ format:
```
64
Properties=species:S:1:pos:R:3
In -0.3275 -1.3656 -0.1648
Se -1.8008 -1.8659 3.1262
C -1.3723 -2.6111 4.7934
N -1.0638 -3.0260 5.8217
C 4.0659 -3.5775 -1.1532
N 4.1305 -3.4064 0.2848
C 5.4782 -3.1780 0.7902
C 3.0547 -2.8021 0.9053
N 2.0673 -2.2506 0.2923
N 3.0833 -2.8196 2.2869
C 2.0591 -2.0553 2.9658
C 3.4263 -4.0591 2.9726
H 4.2233 -2.6359 -1.6950
H 3.1035 -3.9955 -1.4447
H 4.8452 -4.2770 -1.4529
H 6.0519 -4.1067 0.7832
H 5.4407 -2.7935 1.8044
H 6.0000 -2.4467 0.1643
H 2.2447 -2.1720 -0.7047
H 1.9328 -1.0882 2.4860
H 2.3581 -1.9129 4.0040
H 1.0905 -2.5760 2.9540
H 4.0459 -4.6857 2.3399
H 2.5204 -4.6191 3.2315
H 3.9646 -3.8405 3.8960
C 0.9466 2.6158 -3.5161
C -0.4997 2.4662 -3.9310
C -1.2572 3.6422 -3.9694
C -2.5908 3.6538 -4.3071
Cl -3.4649 5.1656 -4.3311
C -3.2426 2.4737 -4.6131
C -2.5170 1.3027 -4.5898
C -1.1588 1.2797 -4.2732
O -0.6462 0.0112 -4.3950
C 0.6760 -0.3743 -4.0521
C 0.6872 -0.8535 -2.6090
O 0.3280 -2.0365 -2.3658
O 0.9884 -0.0498 -1.6837
H 1.0818 3.5979 -3.0649
H 1.6235 2.5608 -4.3723
H 1.2471 1.8689 -2.7847
H -0.7734 4.5756 -3.7119
H -4.2935 2.4724 -4.8657
H -2.9874 0.3575 -4.8246
H 1.3971 0.4187 -4.2158
H 0.9030 -1.2204 -4.6980
O -3.5190 5.0278 4.5173
N -3.3882 4.8660 3.3239
O -3.3494 5.7437 2.4891
C -3.2597 3.4806 2.8388
C -3.2430 2.4712 3.7257
C -3.1531 1.1396 3.2361
C -3.0034 0.8099 1.8028
O -2.8392 -0.3263 1.3790
C -3.0502 2.0103 0.9513
C -3.1765 3.2573 1.4369
N -2.9583 1.8954 -0.5303
O -2.5767 0.8460 -0.9956
O -3.2673 2.8767 -1.1670
N -3.2001 0.1656 4.1909
O -3.3771 -1.1296 3.7710
O -3.1835 0.3454 5.3752
H -3.3156 2.6632 4.7864
H -3.2098 4.0963 0.7554
```

**Kohn-Sham gap**: 4.9 eV
**Relative energy (zero: lowest compared OMol25 entry of this formula, charge and spin)**: 119.85 kcal per mole
**LUMO energy**: -2.96 eV
**2S+1**: 1
**E_HOMO**: -0.290 hartree

Here are the Löwdin charges for atoms 1 to 2, given in e: 0.994, 1.106



E? In order: -7316.7418; -365.1593; -1178.9269; -3116.1833; -5001.1234 a.u..